1.
{"formula": "C4H6O2", "method": "ωB97M-V with the def2-TZVPD basis set", "total_charge": 0, "lumo_ev": 0.618, "homo_lumo_gap_ev": 10.6, "smiles": "O=CCCC=O", "symbols": ["H", "H", "C", "H", "H", "C", "H", "H", "C", "O", "O", "C"], "coordinates": [[0.19984, -0.87272, 1.68335], [-1.67845, 0.64774, 0.58821], [-1.41814, -0.41456, 0.40307], [0.44615, 0.24924, -2.10066], [0.21101, -1.75020, 0.15490], [0.50404, 0.92765, -1.22323], [1.12184, 1.12461, 0.78768], [1.98317, -0.13997, -0.10904], [0.03836, -0.76844, 0.60253], [-2.26128, -1.20949, 0.06375], [0.15148, 2.07976, -1.31733], [0.99980, 0.31226, 0.06686]]}


2.
{"formula": "C4H6O2", "method": "ωB97M-V with the def2-TZVPD basis set", "total_charge": 0, "lumo_ev": 0.696, "homo_lumo_gap_ev": 9.6, "smiles": "C=C=O.C=CO", "symbols": ["H", "H", "O", "C", "C", "C", "C", "O", "H", "H", "H", "H"], "coordinates": [[3.17694, 1.13091, -0.86194], [0.47600, -0.83690, 0.30256], [1.30890, -1.25936, 0.54658], [2.35295, -0.53989, 0.08197], [-2.35155, -0.31001, -0.16138], [2.28674, 0.63260, -0.52721], [-3.19570, 0.48236, 0.40050], [-1.56652, -1.01174, -0.65588], [-3.90113, 1.06171, -0.16003], [3.28802, -1.04846, 0.26953], [1.34845, 1.13426, -0.70431], [-3.22310, 0.56452, 1.46962]]}


3.
{"formula": "C4H6O2", "method": "ωB97M-V with the def2-TZVPD basis set", "total_charge": 0, "lumo_ev": 0.220, "homo_lumo_gap_ev": 9.2, "symbols": ["H", "H", "H", "O", "H", "C", "H", "H", "C", "C", "C", "O"], "coordinates": [[-2.07579, 0.40249, -0.19195], [1.45011, -0.61894, -1.08998], [-1.28094, 0.50030, -1.78004], [0.93738, -1.02342, 0.88994], [-0.36817, -1.16358, 2.32663], [-0.02297, -0.46094, 1.55430], [-1.08261, -0.95588, -0.78143], [2.21631, 0.44106, 0.14984], [1.29930, -0.06882, -0.15148], [-1.17719, 0.13844, -0.75390], [0.05041, 0.84938, -0.17840], [0.10414, 2.05037, -0.03008]]}


4.
{"formula": "C4H6O2", "method": "ωB97M-V with the def2-TZVPD basis set", "total_charge": 0, "lumo_ev": 1.005, "homo_lumo_gap_ev": 10.8, "smiles": "OCOC1C=C1", "symbols": ["O", "H", "H", "C", "H", "C", "O", "H", "C", "H", "H", "C"], "coordinates": [[1.27115, 1.50821, -0.04999], [-0.45766, -1.77361, 1.28890], [-1.76702, 1.01998, 1.23388], [1.30330, 0.21207, -0.56301], [-1.74719, -0.73848, -1.33764], [-1.28055, 0.22833, 0.68450], [1.07081, -0.74394, 0.42855], [2.28038, 0.04297, -1.01496], [-1.29847, -0.51717, -0.38305], [0.41246, 1.58562, 0.39120], [0.52829, 0.07731, -1.33540], [-0.31550, -0.90129, 0.65701]]}


5.
{"formula": "C4H6O2", "method": "ωB97M-V with the def2-TZVPD basis set", "total_charge": 0, "lumo_ev": 0.827, "homo_lumo_gap_ev": 11.2, "smiles": "O=C1CO1.C=C", "symbols": ["C", "H", "H", "C", "H", "C", "H", "H", "O", "H", "O", "C"], "coordinates": [[0.61837, 1.31433, 0.98897], [0.25404, 2.33748, 0.92719], [-1.59585, -0.06597, -1.17058], [-0.86753, -0.86536, -1.06161], [1.47692, 1.06287, 0.37072], [0.44425, -0.75952, -1.65270], [-0.84300, 0.64935, 2.37058], [-1.07143, -1.60208, -0.28892], [-0.41967, -1.46773, -2.36765], [0.39668, -0.61154, 1.82749], [1.57985, -0.40230, -1.70758], [0.02737, 0.41047, 1.76410]]}


6.
{"formula": "C4H6O2", "method": "ωB97M-V with the def2-TZVPD basis set", "total_charge": 0, "lumo_ev": 0.534, "homo_lumo_gap_ev": 10.4, "smiles": "C#C[C@H](O)CO", "symbols": ["H", "C", "C", "H", "O", "O", "H", "C", "H", "H", "H", "C"], "coordinates": [[0.83315, 1.87756, -0.25519], [0.16795, -1.48586, -0.12580], [0.59493, -0.12820, 0.29668], [1.52384, 0.76101, -1.46202], [-0.47978, 0.96135, -1.58838], [-0.50222, 0.35146, 1.14149], [1.52508, -0.16195, 0.87427], [0.67634, 0.93019, -0.79258], [-1.23653, 0.91587, -0.98702], [-1.82606, -2.13226, 0.75967], [-0.44565, -0.05078, 2.01730], [-0.88949, -1.88746, 0.32285]]}


7.
{"formula": "C4H6O2", "method": "ωB97M-V with the def2-TZVPD basis set", "total_charge": 0, "lumo_ev": 0.851, "homo_lumo_gap_ev": 9.6, "smiles": "C=C=O.CC=O", "symbols": ["O", "C", "H", "H", "O", "H", "C", "H", "H", "C", "C", "H"], "coordinates": [[1.19347, 0.02285, -0.27229], [-0.24233, -1.74426, 0.20217], [-0.94438, 2.31830, 0.24111], [-0.91653, 0.78784, 1.17321], [-0.40703, -1.79744, 1.36002], [-0.86156, -2.88343, -1.20600], [-0.30593, 1.58995, 0.75081], [0.29764, -1.50524, -1.85439], [1.32362, 1.98971, -0.64165], [-0.31891, -1.95539, -1.09186], [0.78128, 1.15180, -0.15812], [0.34214, 2.03909, 1.52164]]}


8.
{"formula": "C4H6O2", "method": "ωB97M-V with the def2-TZVPD basis set", "total_charge": 0, "lumo_ev": 0.093, "homo_lumo_gap_ev": 10.2, "smiles": "CC(C=O)C=O", "symbols": ["C", "C", "C", "H", "H", "H", "O", "H", "H", "H", "O", "C"], "coordinates": [[0.13479, 1.05760, -0.95694], [1.05142, -0.87603, 0.40906], [-1.34842, 0.19099, 0.63839], [1.68078, -1.31254, -0.37555], [0.79667, -1.68523, 1.10078], [-1.11532, 0.95278, 1.41360], [1.11611, 1.72033, -0.72971], [-0.63203, -0.93845, -0.97368], [-0.66981, 1.41741, -1.63375], [1.65680, -0.13176, 0.93221], [-2.48779, -0.14436, 0.42535], [-0.18319, -0.25074, -0.24975]]}


9.
{"formula": "C4H6O2", "method": "ωB97M-V with the def2-TZVPD basis set", "total_charge": 0, "lumo_ev": 0.485, "homo_lumo_gap_ev": 9.9, "symbols": ["H", "C", "C", "H", "O", "H", "C", "H", "C", "O", "H", "H"], "coordinates": [[-0.73729, -1.10455, -1.38911], [0.60976, 0.77666, -0.64667], [0.15587, -1.25355, -0.75931], [-1.30605, 1.46710, -0.00091], [-0.96881, -0.86885, 2.68261], [0.37372, 0.86520, -1.70243], [-0.68705, -0.47192, 1.64527], [1.09545, -1.39474, -1.30816], [-0.27671, 1.25957, 0.28678], [0.02571, -1.76847, 0.37860], [0.04735, 1.72908, 1.20837], [1.66806, 0.76447, -0.39505]]}


10.
{"formula": "C4H6O2", "method": "ωB97M-V with the def2-TZVPD basis set", "total_charge": 0, "lumo_ev": 0.806, "homo_lumo_gap_ev": 9.6, "symbols": ["O", "H", "H", "C", "H", "H", "C", "C", "H", "O", "H", "C"], "coordinates": [[0.17067, -1.38656, -1.22744], [2.13261, 0.23212, -0.38109], [-1.13418, 0.03403, 1.60886], [0.06960, -0.40921, -0.26660], [-2.05768, -0.62681, 0.16801], [-0.99778, 1.70266, -1.05664], [-0.44218, 0.99931, -0.41056], [1.29334, 0.26738, 0.32037], [1.61478, -0.00053, 1.32536], [0.65639, 1.56141, 0.28502], [-0.16333, -2.22702, -0.89929], [-1.14223, -0.14678, 0.53400]]}


11.
{"formula": "C4H6O2", "method": "ωB97M-V with the def2-TZVPD basis set", "total_charge": 0, "lumo_ev": [0.466, 0.534], "homo_lumo_gap_ev": [8.3, 7.9], "symbols": ["H", "H", "H", "H", "H", "H", "C", "C", "C", "O", "O", "C"], "coordinates": [[2.10628, -1.13369, -0.00603], [0.14562, 1.30334, -0.06103], [-0.56484, -1.33540, -1.48004], [2.55802, 0.61186, 0.39969], [-1.06800, -0.00509, 1.71554], [-2.82393, 0.67305, 1.23740], [1.88498, -0.07309, -0.11729], [0.49872, 0.31899, -0.41645], [-0.61243, -0.58680, -0.69778], [-1.78260, -0.36529, -0.15807], [1.50146, 0.32187, -1.42429], [-1.84327, 0.27027, 1.00836]]}


12.
{"formula": "C4H6O2", "method": "ωB97M-V with the def2-TZVPD basis set", "total_charge": 0, "lumo_ev": 0.777, "homo_lumo_gap_ev": 9.5, "smiles": "C=C(O)CC=O", "symbols": ["C", "H", "O", "H", "H", "C", "H", "O", "C", "C", "H", "H"], "coordinates": [[0.56424, -0.44796, -0.39914], [1.75466, -0.69059, -1.80299], [-0.55860, 2.03139, 0.65036], [-0.67085, 0.17535, -2.12211], [-1.83904, 0.53215, 1.09790], [0.32388, -0.17438, 1.07530], [0.08583, -1.04144, 1.70700], [1.82514, -0.60089, -0.84021], [-0.79579, 0.88450, 0.94494], [-0.52881, -0.27756, -1.14895], [-1.35254, -0.74014, -0.64530], [1.19189, 0.34956, 1.48321]]}


Molar mass for the records above, in order: 86.09; 86.09; 86.09; 86.09; 86.09; 86.09; 86.09; 86.09; 86.09; 86.09; 86.09; 86.09 g/mol
Energy relative to the best compared isomer or geometry (same formula, charge and spin) for the records above, in order: 1.168; 2.201; 4.083; 3.546; 2.719; 4.195; 2.101; 1.178; 3.919; 3.152; 5.251; 2.584 eV